[1]
C3H2O2 | ωB97M-V with the def2-TZVPD basis set

Last column: Löwdin charge in e.
Atoms and positions in Å:
C: 1.3313 0.0332 -0.0039  0.094
C: 0.0066 -0.0165 -0.0450  -0.211
O: -0.9173 -1.0555 0.0875  0.167
C: -1.3756 0.2221 -0.0299  -0.386
O: -2.4223 0.7691 -0.0459  0.179
H: 1.6798 -0.9934 -0.0155  0.085
H: 1.6974 1.0410 0.0527  0.072

Cartesian forces, eV/Å:
-2.7 -0.3 -0.2
1.5 0.7 0.3
-0.7 -1.1 -0.3
-1.0 0.6 0.2
0.5 -0.1 -0.1
1.3 0.5 0.2
1.1 -0.3 -0.2

Output
SMILES	C=C1OC1=O
spin multiplicity	1
orbital gap	10.80	eV

---

[2]
C48H49B2BiF2N9OP2S2 | ωB97M-V with the def2-TZVPD basis set

Last column: Löwdin charge in e.
Atoms and positions in Å:
Bi: 0.1070 -1.1090 -0.0535  1.531
C: -0.3288 -4.2966 3.1721  -0.043
C: -0.6989 -3.5887 2.0317  -0.159
N: 0.2169 -2.6646 1.7530  -0.100
N: 1.1824 -2.7515 2.6896  -0.007
C: 0.8716 -3.7278 3.5510  -0.072
B: 2.4172 -1.8122 2.7705  -0.538
N: 1.8994 -0.3965 3.0447  -0.031
C: 2.1403 0.4344 4.0739  -0.086
C: 1.4221 1.5941 3.8609  -0.060
C: 0.7603 1.3680 2.6463  -0.177
N: 1.0638 0.1736 2.1614  -0.029
N: 3.1952 -1.8273 1.4542  -0.026
C: 4.5212 -1.9611 1.2768  -0.075
C: 4.8093 -1.7460 -0.0525  -0.046
C: 3.5676 -1.4723 -0.6341  -0.170
N: 2.6084 -1.5207 0.2813  -0.075
H: -0.8590 -5.1013 3.6481  0.092
H: -1.5628 -3.6926 1.3943  0.072
H: 1.5292 -3.9427 4.3757  0.118
H: 3.1229 -2.1807 3.6713  0.118
H: 2.7948 0.1359 4.8757  0.115
H: 1.3676 2.4656 4.4893  0.091
H: 0.0659 2.0015 2.1261  0.081
H: 5.1572 -2.1981 2.1128  0.115
H: 5.7690 -1.7751 -0.5360  0.096
H: 3.3328 -1.2633 -1.6651  0.090
C: 1.2137 3.3605 -0.7358  -0.386
C: -0.2200 3.6085 -1.2228  -0.398
P: -1.4931 2.5307 -0.4328  1.081
C: -3.0158 3.0953 -1.2858  -0.353
C: -3.6953 2.1836 -2.0887  -0.084
C: -4.8536 2.5649 -2.7535  -0.081
C: -5.3438 3.8548 -2.6180  -0.096
C: -4.6739 4.7693 -1.8148  -0.094
C: -3.5176 4.3884 -1.1524  -0.088
C: -1.7691 3.3864 1.1766  -0.395
C: -1.1199 4.5478 1.5887  -0.108
C: -1.3384 5.0752 2.8564  -0.091
C: -2.2160 4.4524 3.7303  -0.097
C: -2.8850 3.3037 3.3265  -0.076
C: -2.6604 2.7812 2.0640  -0.101
P: 1.7703 1.6075 -0.9969  0.991
C: 3.5574 1.7656 -0.6265  -0.365
C: 4.5583 1.6017 -1.5810  -0.091
C: 5.8965 1.6236 -1.2101  -0.094
C: 6.2547 1.8068 0.1168  -0.106
C: 5.2645 1.9632 1.0779  -0.093
C: 3.9288 1.9343 0.7099  -0.101
C: 1.6238 1.4179 -2.7949  -0.396
C: 2.0736 2.3308 -3.6746  -0.124
C: 2.0011 2.1051 -5.1114  -0.109
C: 1.4061 1.0020 -5.5950  -0.079
C: 0.6326 0.0692 -4.7834  -0.079
C: 0.8259 0.2472 -3.1951  -0.150
H: 1.3206 3.5879 0.3287  0.059
H: 1.9022 4.0188 -1.2731  0.078
H: -0.4835 4.6658 -1.1139  0.074
H: -0.2851 3.3695 -2.2868  0.069
H: -3.2961 1.1848 -2.2165  0.079
H: -5.3647 1.8541 -3.3899  0.089
H: -6.2466 4.1505 -3.1386  0.096
H: -5.0542 5.7774 -1.7035  0.096
H: -3.0081 5.1015 -0.5136  0.100
H: -0.4219 5.0473 0.9285  0.089
H: -0.8147 5.9735 3.1608  0.098
H: -2.3768 4.8574 4.7217  0.096
H: -3.5662 2.8000 4.0019  0.102
H: -3.1694 1.8763 1.7586  0.095
H: 4.2847 1.4447 -2.6159  0.098
H: 6.6616 1.4884 -1.9649  0.099
H: 7.2991 1.8169 0.4036  0.094
H: 5.5316 2.0919 2.1199  0.098
H: 3.1646 2.0202 1.4744  0.082
H: 2.5862 3.2213 -3.3213  0.097
H: 2.5252 2.7845 -5.7726  0.082
H: 1.5064 0.7741 -6.6527  0.100
H: 0.6621 -0.9673 -5.1067  0.119
H: 1.0874 -0.6880 -2.6912  0.032
C: -4.7509 -1.0278 -2.9641  -0.070
C: -5.0350 -2.0561 -1.8814  -0.247
N: -4.8167 -1.5360 -0.5328  -0.127
C: -5.9902 -0.9903 0.1442  -0.214
C: -6.7409 -2.0502 0.9373  -0.077
C: -3.6346 -1.5910 0.1002  -0.672
S: -2.2918 -2.2373 -0.7796  0.585
N: -3.6600 -1.2357 1.3913  0.113
C: -2.5967 -0.7726 2.0353  -0.484
O: -1.5445 -0.3118 1.5399  -0.253
C: -2.7358 -0.6941 3.5275  -0.131
C: -3.9712 -0.8282 4.1531  -0.030
C: -4.0655 -0.7312 5.5331  -0.091
C: -2.9242 -0.5122 6.2944  -0.098
C: -1.6891 -0.3884 5.6726  -0.071
C: -1.5956 -0.4737 4.2923  -0.008
H: -4.9879 -1.4454 -3.9442  0.085
H: -3.7002 -0.7413 -2.9665  0.038
H: -5.3648 -0.1366 -2.8159  0.049
H: -4.4226 -2.9450 -2.0224  0.082
H: -6.0811 -2.3711 -1.9190  0.112
H: -6.6289 -0.5612 -0.6304  0.117
H: -5.6722 -0.1790 0.7952  0.109
H: -7.0321 -2.8842 0.2962  0.069
H: -7.6462 -1.6290 1.3778  0.071
H: -6.1062 -2.4334 1.7350  0.062
H: -4.8485 -1.0013 3.5444  0.098
H: -5.0300 -0.8255 6.0164  0.096
H: -2.9993 -0.4373 7.3724  0.095
H: -0.7956 -0.2171 6.2596  0.100
H: -0.6444 -0.3656 3.7898  0.087
F: -1.6287 -0.4468 -3.6756  0.064
B: -0.5949 0.4840 -3.8877  -0.931
F: -1.0838 1.7981 -3.9351  0.100
S: 0.5295 -3.4960 -1.4100  0.428
C: 1.6923 -3.1886 -2.5823  -0.892
N: 2.4983 -3.0185 -3.3953  0.057

Cartesian forces, eV/Å:
0.2 0.2 0.3
0.0 0.0 0.0
0.0 0.0 0.0
-0.1 0.0 0.0
0.1 -0.1 -0.1
0.0 0.0 0.0
0.0 -0.1 0.0
0.1 0.1 -0.1
0.0 0.0 0.0
0.0 0.0 0.0
0.1 0.1 0.0
0.1 0.0 0.0
0.0 0.0 0.1
0.0 0.0 0.0
0.0 0.0 0.0
0.0 0.0 0.0
-0.1 0.0 -0.1
0.0 0.0 0.0
0.0 0.0 0.0
0.0 0.0 0.0
0.0 0.0 0.0
0.0 0.0 0.0
0.0 0.0 0.0
-0.1 0.1 0.0
0.0 0.0 0.0
0.0 0.0 0.0
0.0 0.0 0.0
0.0 0.0 0.0
0.0 0.0 -0.1
0.1 0.1 0.1
0.0 0.0 0.0
0.1 0.1 0.0
0.0 0.0 0.0
0.0 0.0 0.0
0.0 0.0 0.0
0.0 0.0 0.0
0.0 0.0 0.0
0.1 0.0 0.0
0.0 0.0 0.0
0.0 0.0 0.0
0.0 0.0 0.0
0.0 0.0 0.0
0.0 0.0 -0.1
0.0 0.0 0.1
0.0 0.0 0.0
0.0 0.0 0.0
0.0 0.0 0.0
0.0 0.0 0.0
0.0 0.0 0.0
0.0 0.0 0.0
0.0 0.0 0.0
0.0 0.0 0.0
0.0 0.0 0.0
0.0 0.0 -0.1
0.1 0.0 0.1
0.0 -0.1 0.0
0.0 0.0 0.0
0.0 0.0 0.0
0.0 0.0 -0.1
0.0 0.0 0.0
0.0 0.1 0.0
0.0 0.0 0.0
0.0 0.0 0.0
0.0 0.0 0.0
0.0 0.0 0.0
0.0 0.0 0.0
0.0 0.0 0.0
0.0 0.0 0.0
0.0 -0.1 0.0
0.0 0.0 0.0
0.0 0.0 0.0
0.0 0.0 0.0
0.0 0.0 0.0
0.0 0.0 0.0
0.0 0.0 0.0
0.0 0.0 0.0
0.0 0.0 0.0
0.0 0.0 0.0
0.0 0.1 0.0
-0.1 0.0 0.0
0.0 0.0 0.0
0.0 0.0 0.1
0.0 0.1 0.0
0.0 0.0 0.0
-0.1 0.1 0.0
-0.1 -0.1 0.0
0.1 -0.1 0.0
-0.2 0.2 0.0
-0.1 -0.1 0.0
0.0 0.0 0.0
0.0 0.0 0.0
0.0 0.0 0.0
0.0 0.0 0.0
0.0 0.0 0.0
0.0 0.0 0.0
0.0 0.0 0.0
0.0 -0.1 0.0
0.0 -0.1 0.0
0.0 0.0 0.0
0.0 0.0 0.0
0.0 0.0 0.0
0.0 0.0 0.0
0.0 0.0 0.0
0.0 0.0 0.0
0.0 0.0 0.0
0.0 0.0 0.0
0.0 0.0 0.0
0.0 0.0 0.0
0.0 0.0 0.0
0.0 0.0 0.0
0.0 0.0 0.0
0.0 0.0 0.0
-0.1 0.0 0.1
0.0 -0.1 -0.1
-0.1 0.0 0.1
0.1 0.0 -0.1

Output
net charge	-1
spin multiplicity	1
orbital gap	6.06	eV

---

[3]
C3H11N2 | ωB97M-V with the def2-TZVPD basis set

Last column: Löwdin charge in e.
Atoms and positions in Å:
C: -1.7472 -0.3420 -0.7111  -0.028
N: -1.0215 0.7520 -1.4070  0.137
H: -2.5760 -0.7018 -1.3173  0.104
H: -2.1084 -0.1035 0.2886  0.109
H: -1.1073 -1.1995 -0.5572  0.085
H: -1.7069 1.3188 -1.8843  0.165
H: -0.5703 1.2993 -0.6639  0.139
H: -0.1350 0.5562 -1.8747  0.149
C: 1.0721 -0.5608 2.0766  0.023
C: 1.2805 0.3430 1.1046  -0.283
N: 1.4745 -0.0544 -0.2569  0.000
H: 1.4820 -1.5125 1.7452  0.065
H: 0.7284 -0.4040 3.0829  0.060
H: 1.2267 1.4138 1.2826  0.101
H: 2.4014 0.2377 -0.5536  0.100
H: 1.3070 -1.0424 -0.3546  0.074

Cartesian forces, eV/Å:
-0.2 -1.7 0.0
0.2 0.8 2.0
0.0 0.3 -0.1
0.1 0.7 -0.3
0.4 0.0 -0.2
0.3 0.4 -0.6
-0.5 0.4 0.1
-0.4 -0.9 -0.8
1.0 0.3 -1.6
-1.0 -0.3 1.0
0.2 1.0 0.4
-0.8 -0.6 0.6
0.2 0.2 0.1
-0.1 0.0 -0.2
-0.1 -0.4 -0.4
0.6 -0.3 -0.1

Output
net charge	+1
spin multiplicity	1
orbital gap	9.52	eV

---

[4]
C3H19NO8 | ωB97M-V with the def2-TZVPD basis set

Last column: Löwdin charge in e.
Atoms and positions in Å:
N: 1.5832 -0.8804 -2.2709  0.078
C: 0.6961 0.1725 -1.9685  -0.368
C: 1.4432 1.3745 -1.4038  -0.152
O: 1.0577 2.5466 -1.2342  0.026
C: -0.3908 -0.3861 -1.1053  -0.203
O: -0.6436 -1.7384 -1.4126  -0.057
H: 1.5000 -1.2514 -3.1593  0.062
H: 1.7107 -1.5678 -1.5891  0.073
H: 0.4151 0.6229 -2.9405  0.163
H: 2.4027 1.1494 -0.9888  0.111
H: -0.0123 -0.4991 -0.1089  0.115
H: -1.3622 0.2042 -1.1340  0.119
H: -0.9739 -1.7832 -2.2835  0.071
O: 2.4955 -1.0192 1.4663  -0.099
H: 1.5325 -1.0478 1.6999  0.008
H: 2.6408 -0.6032 2.3415  0.027
O: -0.0742 -2.2871 3.0610  0.004
H: -0.7322 -2.4825 2.3678  0.065
H: 0.4032 -3.0104 3.2213  -0.032
O: -1.7723 2.2289 -2.4058  -0.054
H: -1.9764 3.1550 -2.6441  0.062
H: -0.8431 2.1862 -2.2358  -0.034
O: -3.4069 -1.2549 -1.6136  0.017
H: -3.0463 -2.0326 -1.2832  0.001
H: -3.0090 -0.5267 -1.2504  -0.037
O: -1.4180 1.5045 3.3500  -0.045
H: -0.8130 1.3596 2.6555  -0.024
H: -1.8047 0.6037 3.2212  0.068
O: 1.4341 1.4193 2.9907  -0.096
H: 0.7711 1.7659 3.6417  0.046
H: 2.1933 2.0775 3.0153  0.085

Cartesian forces, eV/Å:
2.0 1.6 0.1
0.5 1.4 -1.5
-0.9 2.5 2.1
-0.1 -2.8 -1.2
-2.2 0.3 0.5
0.1 -0.3 1.3
-0.2 -0.8 -1.7
0.1 -1.0 1.1
-0.8 -0.6 0.2
1.2 -0.5 0.0
0.1 0.7 0.8
1.5 -0.3 0.2
-0.7 -0.2 -1.7
-1.7 0.5 1.7
0.5 -0.6 -1.1
1.1 0.1 -0.5
-3.5 4.9 -1.5
0.6 -0.2 0.6
2.9 -4.6 0.8
-1.4 0.5 -0.5
0.3 -0.8 0.3
1.0 0.5 0.3
-3.1 -0.7 -2.7
1.2 -1.8 1.1
1.5 2.5 1.5
-1.4 -1.7 0.5
1.8 0.8 -1.6
-0.4 0.9 1.1
0.7 1.6 0.8
0.9 -0.4 -0.6
-1.5 -1.2 -0.1

Output
SMILES	N[C@H](C=O)CO.O.O.O.O.O.O
spin multiplicity	1
orbital gap	9.62	eV

---

Number 1: LUMO energy 0.39 eV, E_HOMO -10.41 eV. Number 2: LUMO energy 2.26 eV, E_HOMO -3.80 eV. Number 3: LUMO energy -3.42 eV, E_HOMO -12.94 eV. Number 4: LUMO energy 0.13 eV, E_HOMO -9.48 eV.